# 1
Computed, not measured: C15H18N2ORh as an isolated structure, with wB97M-V/def2-TZVPD.

Highest occupied orbital energy   -0.7439 Eh
Charge   +3
Strongest force on any atom   0.32 eV/A
Relative energy (zero: lowest compared OMol25 entry of this formula, charge and spin)   0.00 kJ/mol
Kohn-Sham gap   6.462 eV
LUMO level   -13.7815 eV

Each line ends with the Löwdin charge.
Positions of all 37 atoms, in Å:
1 Rh 0.369 0.694 0.345  1.2590
2 C 0.985 3.768 -1.089  0.0365
3 C 1.164 2.847 0.054  -0.2302
4 C 2.209 1.845 0.007  -0.0258
5 C 2.458 0.972 1.071  -0.0508
6 C 1.554 0.941 2.152  -0.0373
7 C 0.470 1.869 2.185  -0.0232
8 C 0.294 2.820 1.159  -0.0055
9 H 0.072 4.352 -1.028  0.1164
10 H 1.034 3.236 -2.044  0.1250
11 H 1.848 4.450 -1.094  0.1467
12 H 2.811 1.776 -0.894  0.1654
13 H 3.254 0.240 1.004  0.1592
14 H 1.643 0.187 2.926  0.1630
15 H -0.266 1.790 2.978  0.1644
16 H -0.572 3.470 1.176  0.1680
17 C -3.519 0.352 -1.449  0.0699
18 C -2.468 -0.096 -0.505  -0.3921
19 O -1.494 0.714 -0.259  -0.1045
20 N -2.544 -1.255 0.099  0.1571
21 C -1.540 -1.767 1.030  -0.0602
22 C -0.307 -2.235 0.295  -0.2177
23 C -0.109 -3.571 0.009  0.0475
24 C 1.005 -3.968 -0.722  0.0483
25 C 1.900 -3.002 -1.159  0.0219
26 C 1.667 -1.685 -0.831  -0.0718
27 N 0.587 -1.304 -0.113  -0.0221
28 H -3.969 1.269 -1.063  0.1262
29 H -4.292 -0.401 -1.587  0.1139
30 H -3.062 0.590 -2.411  0.1226
31 H -3.355 -1.831 -0.096  0.1903
32 H -1.984 -2.593 1.579  0.1551
33 H -1.303 -0.989 1.761  0.1255
34 H -0.825 -4.303 0.360  0.1467
35 H 1.167 -5.015 -0.946  0.1493
36 H 2.774 -3.260 -1.741  0.1440
37 H 2.345 -0.909 -1.158  0.1192

=====

# 2
Computed, not measured: a 6-piece molecular cluster, C23H58BBrClO10S overall, with wB97M-V/def2-TZVPD.

Highest occupied orbital energy   -0.1746 Eh
Charge   -1
Strongest force on any atom   0.78 eV/A
Kohn-Sham gap   7.064 eV
LUMO level   2.3127 eV

Each line ends with the Löwdin charge.
Positions of all 95 atoms, in Å:
1 C 7.926 2.721 -0.025  -0.2029
2 C 6.522 3.332 0.062  -0.5867
3 S 5.499 2.246 1.081  0.7803
4 C 3.796 2.667 0.583  -0.5700
5 B 2.760 1.403 0.304  -1.3353
6 Cl 3.493 -0.290 0.726  0.3675
7 Br 2.262 1.367 -1.710  0.5301
8 H 7.851 1.718 -0.445  0.0596
9 H 8.342 2.645 0.981  0.0562
10 H 8.574 3.335 -0.651  0.0596
11 H 6.610 4.334 0.494  0.0596
12 H 6.094 3.444 -0.934  0.0686
13 H 3.372 3.235 1.411  0.0269
14 H 3.843 3.293 -0.307  0.0193
15 H 1.747 1.550 0.925  -0.0106
16 C 3.030 -3.878 -3.509  -0.1041
17 O 3.008 -4.692 -2.349  -0.1911
18 C 4.113 -5.565 -2.232  -0.2170
19 C 5.146 -4.965 -1.303  -0.2205
20 O 5.704 -3.796 -1.863  -0.1955
21 C 5.061 -2.604 -1.412  -0.1191
22 H 2.289 -3.094 -3.373  0.0730
23 H 4.008 -3.412 -3.650  0.0850
24 H 2.777 -4.467 -4.401  0.0885
25 H 4.562 -5.767 -3.211  0.1228
26 H 3.752 -6.513 -1.816  0.1190
27 H 5.957 -5.685 -1.138  0.1194
28 H 4.681 -4.748 -0.336  0.1275
29 H 5.329 -2.375 -0.378  0.0672
30 H 3.976 -2.679 -1.490  0.0706
31 H 5.403 -1.791 -2.048  0.0944
32 C -3.944 0.533 1.806  -0.1185
33 O -3.337 0.526 3.083  -0.1947
34 C -2.067 -0.116 3.095  -0.1995
35 C -0.926 0.875 3.050  -0.2014
36 O -0.883 1.575 1.825  -0.1928
37 C -1.384 2.892 1.892  -0.1058
38 H -4.808 1.194 1.859  0.0863
39 H -3.260 0.899 1.037  0.0828
40 H -4.286 -0.473 1.533  0.0850
41 H -1.983 -0.812 2.255  0.1263
42 H -2.004 -0.694 4.023  0.1218
43 H 0.018 0.329 3.144  0.1336
44 H -0.996 1.575 3.891  0.1070
45 H -0.698 3.540 2.448  0.0894
46 H -2.373 2.928 2.362  0.0817
47 H -1.460 3.260 0.870  0.0907
48 C 1.363 -0.532 -5.029  -0.1096
49 O 1.109 -1.300 -3.871  -0.2325
50 C 0.187 -0.694 -2.975  -0.2733
51 C -1.177 -1.336 -3.070  -0.1910
52 O -1.792 -1.112 -4.336  -0.2195
53 C -1.695 -2.223 -5.208  -0.1155
54 H 1.932 -1.158 -5.717  0.0862
55 H 0.436 -0.218 -5.517  0.0826
56 H 1.959 0.352 -4.782  0.0747
57 H 0.119 0.381 -3.162  0.0785
58 H 0.575 -0.830 -1.962  0.0912
59 H -1.828 -0.895 -2.308  0.1228
60 H -1.101 -2.410 -2.872  0.1265
61 H -2.362 -3.032 -4.887  0.0869
62 H -0.672 -2.601 -5.264  0.0836
63 H -2.006 -1.890 -6.198  0.0892
64 C -0.436 4.490 9.363  -0.1167
65 O -0.549 3.096 9.153  -0.1899
66 C -1.482 2.751 8.141  -0.2043
67 C -0.805 2.428 6.828  -0.2120
68 O -0.174 3.567 6.267  -0.1953
69 C 1.232 3.582 6.439  -0.1043
70 H 0.420 4.653 10.016  0.0872
71 H -0.277 5.027 8.425  0.0831
72 H -1.334 4.883 9.854  0.0860
73 H -2.206 3.559 7.996  0.1255
74 H -2.026 1.866 8.486  0.1244
75 H -1.565 2.094 6.114  0.1164
76 H -0.084 1.615 6.961  0.1302
77 H 1.710 2.836 5.797  0.0923
78 H 1.512 3.395 7.480  0.0831
79 H 1.585 4.569 6.148  0.0891
80 C -6.761 -1.700 -5.848  -0.1212
81 O -5.730 -2.151 -4.994  -0.1911
82 C -5.137 -1.111 -4.221  -0.1862
83 C -5.665 -1.100 -2.805  -0.1968
84 O -7.048 -0.773 -2.747  -0.1913
85 C -7.884 -1.899 -2.574  -0.1204
86 H -7.261 -2.579 -6.251  0.0858
87 H -7.492 -1.089 -5.311  0.0819
88 H -6.350 -1.116 -6.680  0.0871
89 H -5.310 -0.139 -4.694  0.1319
90 H -4.060 -1.287 -4.198  0.1022
91 H -5.124 -0.340 -2.234  0.1264
92 H -5.485 -2.071 -2.332  0.1271
93 H -7.796 -2.297 -1.557  0.0868
94 H -7.649 -2.691 -3.290  0.0824
95 H -8.911 -1.571 -2.732  0.0860

=====

# 3
Computed, not measured: a 2-piece molecular cluster, C7H7NO2 overall at a distorted geometry, with wB97M-V/def2-TZVPD.

Highest occupied orbital energy   -0.3882 Eh
Strongest force on any atom   1.86 eV/A
Relative energy (zero: lowest compared OMol25 entry of this formula, charge and spin)   442.29 kJ/mol
Kohn-Sham gap   10.627 eV
LUMO level   0.0628 eV

Each line ends with the Löwdin charge.
Positions of all 17 atoms, in Å:
1 C -4.545 -0.175 0.461  0.1222
2 C -3.362 -0.330 0.258  -0.1351
3 C -1.935 -0.545 0.009  -0.1597
4 C -1.043 0.434 0.798  -0.3944
5 O -1.300 1.782 0.485  -0.0003
6 C 0.385 0.101 0.617  0.0791
7 C 1.559 -0.181 0.499  0.0099
8 C 2.917 -0.471 0.500  -0.2043
9 N 4.060 -0.525 0.732  0.1709
10 H -5.604 -0.093 0.633  0.0336
11 H -1.726 -0.440 -1.067  0.1318
12 H -1.665 -1.573 0.291  0.1324
13 H -1.268 0.330 1.870  0.1649
14 H -1.187 1.941 -0.460  0.1087
15 O 5.058 -0.285 -2.183  -0.1030
16 H 4.326 0.352 -2.217  0.0233
17 H 5.331 -0.322 -1.227  0.0200